# 1
{
  "formula": "C8H8N4",
  "method": "wB97M-V/def2-TZVPD",
  "spin_multiplicity": 1,
  "e_above_lowest_kj_mol": 207.8,
  "orbital_gap_ha": 0.36377,
  "homo_ev": -9.63,
  "lumo_energy_ha": 0.00970,
  "max_force_ev_per_a": 3.196,
  "species": ["C", "C", "N", "C", "C", "N", "H", "H", "H", "H", "C", "C", "N", "C", "C", "N", "H", "H", "H", "H"],
  "coordinates": [[-3.2706, 2.3303, 0.7182], [-3.9808, 2.3286, 1.9095], [-4.5324, 3.4716, 2.3664], [-4.3569, 4.6005, 1.6897], [-3.6062, 4.6412, 0.4868], [-3.0562, 3.4467, -0.0155], [-2.7056, 1.4251, 0.4592], [-4.4020, 1.4485, 2.4130], [-4.7873, 5.5594, 2.0073], [-3.2901, 5.5763, 0.0059], [7.7928, -1.1284, 0.7410], [6.7816, -1.9486, 0.1242], [5.8145, -1.4390, -0.5880], [5.8956, -0.1399, -0.8419], [6.9113, 0.6570, -0.3230], [7.8987, 0.1596, 0.4577], [8.5124, -1.6920, 1.3495], [6.6575, -3.0365, 0.2059], [5.0295, 0.2856, -1.3657], [6.8789, 1.7248, -0.5765]]
}


# 2
{
  "formula": "C31H37N4O5",
  "method": "wB97M-V/def2-TZVPD",
  "spin_multiplicity": 1,
  "e_above_lowest_kj_mol": 29.6,
  "total_charge": 1,
  "orbital_gap_ha": 0.31211,
  "homo_ev": -10.81,
  "lumo_energy_ha": -0.08517,
  "max_force_ev_per_a": 1.033,
  "species": ["C", "O", "C", "C", "C", "C", "O", "N", "C", "C", "C", "C", "C", "C", "N", "C", "O", "C", "N", "C", "C", "N", "C", "C", "C", "C", "C", "C", "C", "C", "C", "C", "C", "C", "C", "O", "C", "C", "O", "C", "H", "H", "H", "H", "H", "H", "H", "H", "H", "H", "H", "H", "H", "H", "H", "H", "H", "H", "H", "H", "H", "H", "H", "H", "H", "H", "H", "H", "H", "H", "H", "H", "H", "H", "H", "H", "H"],
  "coordinates": [[-1.1744, -3.2947, 6.5659], [-1.4378, -3.1194, 5.1829], [-1.4247, -1.8843, 4.6307], [-1.1154, -1.8580, 3.2733], [-1.0536, -0.6505, 2.5877], [-0.7344, -0.5783, 1.1488], [-0.2494, 0.4351, 0.6408], [-1.0405, -1.6844, 0.4281], [-0.8071, -1.8777, -0.9369], [-1.6098, -2.7453, -1.6745], [-1.3666, -2.9202, -3.0197], [-0.3644, -2.2286, -3.7043], [0.4243, -1.3562, -2.9560], [0.2296, -1.2270, -1.5830], [1.4804, -0.5813, -3.4900], [1.6343, 0.7361, -3.2388], [2.6593, 1.3496, -3.4385], [0.3499, 1.5008, -2.8251], [0.3407, 2.0688, -1.4581], [1.6104, 2.7330, -1.0785], [1.4991, 3.2433, 0.3668], [0.4033, 4.1603, 0.5636], [0.6294, 5.5050, 0.0787], [-0.8287, 3.5493, 0.1363], [-0.7767, 3.0330, -1.3125], [2.5054, -1.2852, -4.2028], [3.7764, -1.4276, -3.6763], [4.7320, -2.1183, -4.4019], [4.4084, -2.6616, -5.6333], [3.1325, -2.5114, -6.1500], [2.1656, -1.8130, -5.4438], [0.7660, -1.6232, -5.9478], [-0.2196, -2.5053, -5.1764], [-1.2390, 0.5357, 3.2831], [-1.5746, 0.5379, 4.6365], [-1.7449, 1.7680, 5.1618], [-1.7743, 1.9805, 6.5621], [-1.7274, -0.6879, 5.3078], [-2.1941, -0.7275, 6.6110], [-3.5898, -0.9599, 6.6955], [-0.4236, -2.5878, 6.9213], [-2.0782, -3.1969, 7.1697], [-0.7934, -4.3117, 6.6573], [-0.8855, -2.8051, 2.8112], [-1.5753, -2.4037, 0.8946], [-2.4093, -3.2859, -1.1919], [-1.9839, -3.6083, -3.5771], [0.9329, -0.6394, -1.0164], [-0.5360, 0.8769, -2.9527], [0.3018, 2.3388, -3.5301], [0.1588, 1.3148, -0.7425], [2.4346, 2.0262, -1.1621], [1.7972, 3.5517, -1.7763], [1.3414, 2.3877, 1.0311], [2.4330, 3.7305, 0.6468], [0.7561, 5.5850, -1.0093], [-0.2136, 6.1269, 0.3734], [1.5238, 5.8991, 0.5566], [-1.0305, 2.7015, 0.7972], [-1.6443, 4.2664, 0.2331], [-1.7133, 2.5340, -1.5651], [-0.6162, 3.8607, -2.0073], [4.0171, -0.9963, -2.7174], [5.7276, -2.2321, -4.0029], [5.1535, -3.2020, -6.1961], [2.8867, -2.9295, -7.1146], [0.7162, -1.8932, -7.0029], [0.4753, -0.5732, -5.8549], [-1.2076, -2.4183, -5.6367], [0.0916, -3.5491, -5.2872], [-1.1506, 1.4875, 2.7856], [-2.7468, 1.7310, 6.9906], [-0.9966, 1.4101, 7.0713], [-1.5916, 3.0471, 6.6892], [-4.1563, -0.1464, 6.2288], [-3.8728, -1.9019, 6.2148], [-3.8218, -1.0046, 7.7577]]
}


# 3
{
  "formula": "C32H94Co2O27",
  "method": "wB97M-V/def2-TZVPD",
  "spin_multiplicity": 7,
  "total_charge": -2,
  "orbital_gap_ha": [0.18616, 0.19734],
  "homo_ev": [-2.30, -2.61],
  "lumo_energy_ha": [0.10161, 0.10152],
  "max_force_ev_per_a": 13.228,
  "species": ["Co", "Co", "C", "O", "O", "O", "C", "O", "O", "O", "C", "O", "O", "O", "C", "C", "O", "H", "H", "H", "H", "H", "H", "C", "C", "O", "H", "H", "H", "H", "H", "H", "C", "C", "O", "H", "H", "H", "H", "H", "H", "C", "C", "O", "H", "H", "H", "H", "H", "H", "C", "C", "O", "H", "H", "H", "H", "H", "H", "C", "C", "O", "H", "H", "H", "H", "H", "H", "C", "C", "O", "H", "H", "H", "H", "H", "H", "C", "C", "O", "H", "H", "H", "H", "H", "H", "C", "C", "O", "H", "H", "H", "H", "H", "H", "C", "C", "O", "H", "H", "H", "H", "H", "H", "C", "C", "O", "H", "H", "H", "H", "H", "H", "C", "O", "H", "H", "H", "H", "C", "O", "H", "H", "H", "H", "C", "O", "H", "H", "H", "H", "C", "O", "H", "H", "H", "H", "C", "O", "H", "H", "H", "H", "C", "O", "H", "H", "H", "H", "C", "O", "H", "H", "H", "H"],
  "coordinates": [[-2.3875, 1.3957, 0.7515], [-0.6708, -1.2200, 1.6612], [-2.8441, -0.1547, 2.7107], [-1.7539, 0.3838, 2.5495], [-3.6747, 0.4316, 2.0194], [-2.6153, -1.2889, 2.4851], [-0.1995, 0.4141, -0.3080], [0.5993, -0.0116, 0.5293], [-0.6484, 1.5495, -0.2813], [-1.1905, -0.2953, -0.1811], [0.4203, -3.3795, 2.4551], [-0.2585, -3.2456, 1.4196], [0.6781, -4.4396, 3.0278], [0.5750, -2.2783, 3.0016], [-0.6617, 4.1471, 2.5933], [-2.0354, 3.6465, 2.7893], [-2.6546, 3.3283, 1.5766], [-0.2918, 4.4763, 3.5644], [-0.7746, 5.0610, 2.0101], [0.0005, 3.4576, 2.0697], [-2.7194, 4.3751, 3.2244], [-2.0523, 2.8510, 3.5342], [-3.0139, 4.1614, 1.2631], [-6.6378, -3.2496, 0.1818], [-5.7437, -2.2994, 0.9464], [-4.4287, -2.8029, 1.0187], [-6.2353, -3.2946, -0.8302], [-7.6786, -2.9578, 0.0419], [-6.5587, -4.2306, 0.6503], [-6.1643, -1.9951, 1.9048], [-5.6995, -1.3761, 0.3687], [-3.9267, -2.1953, 1.5668], [-5.4843, 3.3104, -0.7510], [-5.0266, 1.8226, -0.9385], [-3.6031, 1.8186, -0.8482], [-4.9551, 3.9119, -1.4902], [-5.3810, 3.7499, 0.2411], [-6.5581, 3.3729, -0.9278], [-5.2469, 1.4251, -1.9292], [-5.3475, 1.1208, -0.1687], [-3.3243, 2.2630, -1.6522], [-4.0489, -1.4317, -5.8046], [-2.6030, -1.3566, -6.1756], [-1.9386, -2.1270, -5.2278], [-4.4751, -2.4310, -5.7155], [-4.5453, -0.8800, -6.6029], [-4.3187, -0.7857, -4.9691], [-2.1840, -0.3542, -6.2644], [-2.5275, -1.9181, -7.1068], [-2.0713, -1.6410, -4.4106], [3.5899, 4.9221, 4.9603], [3.2454, 4.4326, 3.5672], [3.9226, 3.2285, 3.3259], [4.6295, 5.2454, 5.0144], [3.4436, 4.1911, 5.7555], [2.9674, 5.7835, 5.2022], [3.4285, 5.1586, 2.7750], [2.1927, 4.1729, 3.4551], [3.5254, 2.8381, 2.5440], [0.4031, -4.3652, -2.8598], [1.1391, -4.5036, -1.5630], [0.3578, -5.1222, -0.5683], [-0.0500, -5.2964, -3.1999], [1.1392, -4.0419, -3.5958], [-0.3549, -3.5860, -2.9400], [1.4018, -3.4930, -1.2504], [2.0251, -5.0851, -1.8179], [0.1771, -4.4107, 0.0504], [3.9062, -2.7474, 6.5352], [3.3459, -2.5170, 5.1364], [2.1432, -1.7416, 5.1066], [4.7828, -3.3882, 6.4394], [3.2142, -3.1824, 7.2563], [4.3126, -1.7989, 6.8865], [3.2063, -3.4839, 4.6529], [4.0961, -2.1368, 4.4431], [1.7126, -1.9234, 4.2681], [5.0739, -1.1476, 1.7137], [3.5353, -0.9788, 1.5774], [3.1558, -0.8185, 0.2705], [5.6395, -0.2961, 1.3355], [5.4534, -1.9995, 1.1495], [5.3754, -1.3783, 2.7354], [3.1266, -0.1418, 2.1436], [3.0965, -1.9026, 1.9544], [2.2831, -0.4201, 0.3061], [4.5042, -3.3076, -3.3920], [4.0952, -2.0439, -2.6184], [4.8645, -1.8978, -1.4368], [3.9612, -3.3278, -4.3369], [4.2183, -4.2358, -2.8973], [5.5763, -3.3338, -3.5871], [3.0227, -2.0538, -2.4237], [4.3002, -1.1178, -3.1555], [4.3213, -1.3520, -0.8635], [0.8906, -0.5102, -3.7284], [1.8467, 0.6607, -3.8523], [2.4427, 0.6904, -5.1270], [1.4019, -1.4584, -3.8949], [0.1243, -0.3582, -4.4885], [0.4543, -0.4498, -2.7314], [2.5927, 0.5527, -3.0650], [1.3974, 1.6502, -3.7679], [3.0416, 1.4376, -5.1952], [-1.0632, 2.7105, -4.8677], [-1.9977, 1.9664, -3.9494], [-2.7347, 2.9060, -3.1923], [-0.3664, 3.3642, -4.3430], [-1.6347, 3.3930, -5.4967], [-0.5221, 2.0137, -5.5078], [-1.3491, 1.4038, -3.2779], [-2.6857, 1.2856, -4.4506], [-3.3779, 3.2103, -3.8367], [-0.4313, 4.7474, -1.3123], [0.5866, 3.8390, -1.0307], [-0.4340, 5.6279, -0.6699], [-0.2804, 5.0655, -2.3439], [-1.4230, 4.2988, -1.3714], [0.1978, 2.9802, -0.8497], [1.0791, 1.3311, 4.2919], [-0.2440, 1.0683, 4.7363], [1.8300, 0.9677, 4.9933], [1.1855, 0.9369, 3.2813], [1.1766, 2.4139, 4.2133], [-0.7766, 0.9880, 3.9416], [-4.0504, -3.7234, 4.4730], [-2.7369, -3.7187, 3.9539], [-4.1573, -4.4098, 5.3130], [-4.2756, -2.7531, 4.9156], [-4.7378, -4.0347, 3.6865], [-2.7115, -2.9722, 3.3508], [2.3953, 6.0817, -2.9400], [2.7308, 5.2076, -1.8694], [1.5212, 6.6505, -2.6232], [3.1239, 6.8661, -3.1451], [2.1602, 5.5712, -3.8739], [1.9724, 4.6806, -1.6075], [3.6517, -4.5545, 1.4358], [2.8997, -5.5547, 2.0710], [3.0688, -3.9683, 0.7254], [3.8356, -3.8461, 2.2436], [4.6325, -4.7240, 0.9915], [2.1760, -5.1007, 2.5090], [-3.3482, -2.3515, -2.2222], [-2.5016, -1.2480, -2.5468], [-4.0978, -2.0530, -1.4894], [-3.7405, -2.7350, -3.1641], [-2.7583, -3.1314, -1.7407], [-2.0884, -0.8838, -1.7605], [3.1689, 2.4592, 0.2658], [2.2695, 2.2395, 1.3053], [2.7680, 2.6000, -0.7379], [3.8428, 3.2736, 0.5317], [3.8129, 1.5822, 0.2001], [1.6265, 1.5885, 1.0148]]
}


# 4
{
  "formula": "CH7N2O",
  "method": "wB97M-V/def2-TZVPD",
  "spin_multiplicity": 1,
  "e_above_lowest_kj_mol": 28.5,
  "total_charge": -1,
  "orbital_gap_ha": 0.27327,
  "homo_ev": -2.78,
  "lumo_energy_ha": 0.17128,
  "max_force_ev_per_a": 1.163,
  "species": ["O", "H", "N", "C", "N", "H", "H", "H", "H", "H", "H"],
  "coordinates": [[1.6253, 1.3714, 0.5320], [1.6396, 1.1613, 1.4808], [0.1466, -1.3444, -0.7275], [-1.0401, -0.4712, -0.5826], [-0.9915, 0.4995, 0.4657], [0.2980, -1.7855, 0.1732], [0.9410, -0.7248, -0.8978], [-1.9030, -1.1185, -0.4457], [-1.1475, 0.0422, -1.5276], [-0.1090, 1.0643, 0.4736], [-1.1405, 0.1317, 1.3946]]
}


| no. | E (eV) |
| --- | --- |
| 1 | -14384.2836 |
| 2 | -48939.7964 |
| 3 | -165239.9212 |
| 4 | -6178.0427 |